Entry 1:
C41H51MnN8SSe as an isolated structure, computed with the ωB97M-V functional and the def2-TZVPD basis.

Structure (XYZ):
```
103
Properties=species:S:1:pos:R:3
Mn -0.65 0.65 0.48
C 0.97 -2.01 6.54
C 1.99 -0.93 6.32
C 3.05 -0.73 7.19
C 3.99 0.27 6.99
C 3.86 1.12 5.90
C 2.80 0.96 5.02
C 1.89 -0.07 5.22
N 0.77 -0.25 4.34
C 0.75 -0.12 3.00
N 1.94 -0.10 2.36
C 2.14 -0.26 0.97
C 1.14 -0.03 0.05
C 1.36 -0.26 -1.30
C 2.59 -0.71 -1.74
C 3.61 -0.90 -0.81
C 3.41 -0.68 0.55
C 4.52 -0.92 1.54
N -0.38 -0.09 2.32
C -1.63 -0.12 3.04
C -2.40 -1.27 2.95
C -3.65 -1.33 3.56
C -4.11 -0.22 4.26
C -3.34 0.92 4.34
C -2.09 1.01 3.73
C -1.29 2.28 3.82
H 1.27 -2.65 7.37
H 0.85 -2.65 5.66
H -0.01 -1.60 6.80
H 3.14 -1.39 8.05
H 4.80 0.40 7.68
H 4.57 1.92 5.74
H 2.67 1.66 4.20
H -0.12 -0.45 4.77
H 2.75 -0.25 2.95
H 0.57 -0.09 -2.03
H 2.77 -0.90 -2.79
H 4.58 -1.25 -1.14
H 5.44 -1.18 1.03
H 4.28 -1.74 2.23
H 4.73 -0.03 2.14
H -2.00 -2.12 2.41
H -4.24 -2.23 3.50
H -5.08 -0.26 4.75
H -3.71 1.78 4.89
H -1.95 3.15 3.91
H -0.64 2.43 2.96
H -0.64 2.28 4.71
C 2.67 5.52 1.22
C 2.88 5.56 -0.29
C 3.81 4.46 -0.80
C 3.19 3.06 -0.76
N 2.14 2.90 -1.77
C 0.82 2.90 -1.59
Se -0.04 3.02 0.07
N 0.21 2.79 -2.78
C -1.24 2.81 -3.02
C -1.85 4.19 -2.82
C -1.22 5.30 -3.66
C -1.51 5.20 -5.15
C 1.19 2.66 -3.77
C 1.10 2.46 -5.15
C 2.29 2.36 -5.84
C 3.53 2.45 -5.18
C 3.62 2.65 -3.82
C 2.41 2.75 -3.13
H 2.12 6.40 1.56
H 3.63 5.51 1.74
H 2.10 4.64 1.53
H 3.31 6.53 -0.57
H 1.92 5.51 -0.81
H 4.71 4.43 -0.19
H 4.12 4.67 -1.82
H 2.73 2.86 0.21
H 3.93 2.29 -0.95
H -1.70 2.09 -2.34
H -1.40 2.45 -4.03
H -1.80 4.45 -1.76
H -2.91 4.11 -3.07
H -0.14 5.33 -3.49
H -1.60 6.26 -3.29
H -1.05 4.32 -5.61
H -1.13 6.07 -5.69
H -2.59 5.14 -5.34
H 0.16 2.38 -5.66
H 2.27 2.20 -6.91
H 4.44 2.37 -5.76
H 4.57 2.72 -3.31
C -4.35 3.10 0.58
C -4.82 1.68 0.90
C -4.01 0.65 0.17
N -2.73 0.63 0.13
N -2.17 -0.42 -0.58
C -3.09 -1.20 -1.09
N -2.82 -2.29 -1.82
S -4.69 -0.66 -0.73
H -4.94 3.82 1.14
H -4.47 3.32 -0.48
H -3.30 3.23 0.84
H -5.87 1.55 0.66
H -4.72 1.47 1.97
H -1.86 -2.59 -1.94
H -3.55 -2.88 -2.18
```

Values from the calculation:
HOMO energy (spin up / spin down), eV: -13.038 / -13.099
2S+1: 5
Orbital gap (spin up / spin down), eV: 7.1 / 8.1
Net charge: +2

Entry 2:
C41H53F4N9O3PRuS as an isolated structure, computed with the ωB97M-V functional and the def2-TZVPD basis.

Structure (XYZ):
```
113
Properties=species:S:1:pos:R:3
Ru 0.92 0.32 -0.10
C 2.64 2.66 2.24
C 3.19 1.24 2.28
N 3.34 0.58 0.95
C 4.32 1.33 0.13
C 4.25 1.04 -1.37
C 3.84 -0.78 1.18
C 2.78 -1.78 1.64
N 1.54 -1.69 0.90
C 0.92 -2.82 0.47
C -0.49 -2.83 0.29
F -1.20 -1.77 0.62
C -1.17 -3.94 -0.16
F -2.49 -3.88 -0.25
C -0.50 -5.10 -0.50
C 0.88 -5.11 -0.38
F 1.56 -6.19 -0.75
C 1.57 -4.03 0.09
F 2.90 -4.10 0.07
H 2.24 2.92 3.22
H 1.82 2.74 1.52
H 3.40 3.39 1.98
H 2.51 0.62 2.87
H 4.16 1.24 2.78
H 5.33 1.10 0.49
H 4.16 2.39 0.29
H 4.68 0.08 -1.64
H 4.80 1.81 -1.91
H 3.21 1.06 -1.72
H 4.63 -0.76 1.94
H 4.31 -1.14 0.26
H 2.53 -1.58 2.69
H 3.22 -2.77 1.62
H -1.03 -5.97 -0.85
O 1.33 -3.22 -6.49
C 2.45 -3.22 -5.65
C 2.11 -2.47 -4.39
C 2.96 -2.47 -3.29
C 2.60 -1.75 -2.18
N 1.48 -1.04 -2.08
C 0.63 -1.07 -3.12
C 0.92 -1.76 -4.28
C -0.69 -0.42 -2.92
C -1.58 -0.20 -3.95
C -2.85 0.31 -3.69
C -3.80 0.56 -4.84
O -3.13 1.20 -5.91
C -3.18 0.58 -2.37
C -2.21 0.38 -1.39
N -1.00 -0.09 -1.65
H 1.51 -3.75 -7.27
H 3.30 -2.71 -6.11
H 2.78 -4.23 -5.38
H 3.89 -3.03 -3.30
H 3.25 -1.74 -1.31
H 0.22 -1.80 -5.11
H -1.32 -0.42 -4.98
H -4.67 1.12 -4.50
H -4.15 -0.40 -5.22
H -3.17 2.16 -5.79
H -4.16 0.96 -2.09
H -2.43 0.60 -0.35
C -1.20 4.94 -2.13
N -0.21 4.33 -3.02
C 1.03 5.12 -2.95
N 1.55 5.22 -1.59
C 0.52 5.80 -0.73
N -0.74 5.05 -0.75
C -0.61 3.76 -0.10
P 0.64 2.68 -0.97
C 0.01 2.93 -2.73
C 2.02 3.95 -1.09
H -2.12 4.34 -2.16
H -1.42 5.94 -2.50
H 0.81 6.13 -3.31
H 1.78 4.67 -3.60
H 0.31 6.81 -1.08
H 0.89 5.86 0.29
H -1.58 3.24 -0.11
H -0.31 3.88 0.94
H -0.92 2.39 -2.85
H 0.75 2.51 -3.41
H 2.79 3.55 -1.75
H 2.47 4.08 -0.10
C -0.66 -0.30 6.49
C -0.39 -1.64 5.80
C -0.14 -1.48 4.30
N -1.36 -1.04 3.62
C -1.48 0.00 2.82
S -0.20 1.03 2.36
N -2.71 0.30 2.29
C -3.89 -0.47 2.11
O -4.49 -0.32 1.08
C -4.33 -1.38 3.20
C -4.88 -2.62 2.87
C -5.35 -3.44 3.87
C -5.31 -3.02 5.20
C -4.78 -1.78 5.52
C -4.28 -0.96 4.53
H -0.84 -0.45 7.55
H -1.54 0.20 6.07
H 0.19 0.37 6.38
H -1.23 -2.32 5.96
H 0.49 -2.12 6.23
H 0.17 -2.44 3.87
H 0.63 -0.74 4.12
H -2.21 -1.54 3.86
H -2.66 1.06 1.62
H -4.93 -2.91 1.83
H -5.78 -4.41 3.62
H -5.70 -3.67 5.98
H -4.77 -1.45 6.55
H -3.89 0.02 4.77
```

Values from the calculation:
HOMO energy (spin up / spin down), eV: -12.449 / -12.696
Energy above the lowest of the compared OMol25 structures with the same formula, charge and spin, kJ/mol: 0.0
2S+1: 6
Orbital gap (spin up / spin down), eV: 7.4 / 5.5
Net charge: +2

Entry 3:
C41H54BMnN6O2S5 as an isolated structure, computed with the ωB97M-V functional and the def2-TZVPD basis.

Structure (XYZ):
```
110
Properties=species:S:1:pos:R:3
Mn -0.16 -0.21 0.56
C -3.04 0.06 3.60
C -2.79 1.50 4.05
C -3.88 2.40 3.45
C -2.83 1.57 5.58
N -1.48 2.00 3.61
C -1.18 3.34 3.68
C 0.09 3.50 3.27
N 0.60 2.28 2.94
B 2.07 2.18 2.44
N 2.19 2.59 0.96
C 3.41 2.99 0.46
C 3.24 3.34 -0.83
N 1.92 3.16 -1.15
C 1.30 2.68 -0.05
S -0.34 2.23 0.04
C 1.30 3.48 -2.44
C 2.34 4.08 -3.38
C 0.74 2.19 -3.06
C 0.19 4.52 -2.22
N 2.70 0.80 2.67
C 3.25 0.46 3.88
C 3.77 -0.78 3.78
N 3.54 -1.23 2.51
C 2.87 -0.25 1.85
S 2.38 -0.32 0.21
C 3.96 -2.53 1.98
C 2.70 -3.29 1.55
C 4.67 -3.34 3.06
C 4.94 -2.30 0.82
C -0.37 1.36 3.16
S -0.13 -0.33 3.00
H -4.09 -0.18 3.77
H -2.43 -0.64 4.15
H -2.83 -0.05 2.54
H -4.86 2.01 3.70
H -3.78 2.45 2.36
H -3.83 3.42 3.84
H -3.80 1.23 5.94
H -2.68 2.60 5.93
H -2.05 0.95 6.01
H -1.87 4.07 4.02
H 0.68 4.39 3.18
H 2.69 2.97 3.08
H 4.29 2.98 1.07
H 3.98 3.68 -1.53
H 3.12 3.35 -3.61
H 2.79 4.97 -2.95
H 1.86 4.36 -4.31
H 1.54 1.46 -3.16
H 0.33 2.41 -4.04
H -0.04 1.76 -2.44
H 0.61 5.43 -1.80
H -0.57 4.14 -1.54
H -0.28 4.76 -3.17
H 3.24 1.15 4.70
H 4.25 -1.37 4.53
H 2.14 -3.62 2.42
H 2.97 -4.17 0.96
H 2.04 -2.65 0.96
H 4.01 -3.57 3.90
H 5.56 -2.82 3.43
H 4.99 -4.29 2.63
H 4.54 -1.58 0.11
H 5.13 -3.24 0.31
H 5.88 -1.92 1.21
O -2.32 -0.08 -0.02
S -3.03 -0.14 -1.33
C -3.58 -1.88 -1.45
C -3.93 -2.42 -2.67
C -4.36 -3.73 -2.72
C -4.41 -4.49 -1.57
C -4.03 -3.95 -0.35
C -3.60 -2.63 -0.29
C -4.70 0.48 -0.99
C -5.54 0.78 -2.05
C -6.80 1.29 -1.79
C -7.20 1.51 -0.48
C -6.36 1.21 0.57
C -5.10 0.68 0.32
H -3.89 -1.82 -3.57
H -4.64 -4.16 -3.67
H -4.76 -5.52 -1.61
H -4.06 -4.54 0.55
H -3.28 -2.19 0.64
H -5.20 0.62 -3.06
H -7.46 1.52 -2.61
H -8.18 1.93 -0.29
H -6.67 1.39 1.59
H -4.42 0.43 1.12
C 4.43 -2.47 -5.29
C 3.21 -2.62 -4.44
C 1.95 -2.78 -5.02
C 0.82 -2.90 -4.23
C 0.95 -2.87 -2.85
C 2.19 -2.73 -2.26
C 3.31 -2.59 -3.06
S -0.55 -2.91 -1.84
C -0.31 -4.59 -1.14
O -0.27 -1.98 -0.71
H 4.17 -2.35 -6.33
H 5.07 -3.35 -5.19
H 5.01 -1.60 -4.97
H 1.85 -2.81 -6.10
H -0.15 -3.03 -4.68
H 2.28 -2.68 -1.19
H 4.28 -2.47 -2.59
H 0.70 -4.72 -0.78
H -0.53 -5.30 -1.93
H -1.02 -4.72 -0.33
```

Values from the calculation:
HOMO energy (spin up / spin down), eV: -9.488 / -9.896
2S+1: 6
Orbital gap (spin up / spin down), eV: 7.8 / 8.2
Net charge: +1

| no. | F_max (eV Å⁻¹) | total energy (a.u.) |
| --- | --- | --- |
| 1 | 0.6 | -5981.265416 |
| 2 | 0.5 | -3546.031500 |
| 3 | 1.6 | -5240.580727 |